# C51H38N4O7P2S2W

A molecular structure, C51H38N4O7P2S2W (the ωB97M-V functional and the def2-TZVPD basis, OMol25).

Output
E_HOMO (alpha / beta), Eh: -0.272 / -0.290
Gap between HOMO and LUMO (alpha / beta), eV: 6.915 / 7.007
Net charge: 0
E_LUMO (alpha / beta), hartree: -0.0174 / -0.0321
2S+1: 3
Energy above the lowest of the compared OMol25 structures with the same formula, charge and spin, kJ/mol: 0.0
Molar mass, u: 1128.8
⟨S²⟩: 2.01

Element x y z (Å)
1 W -1.32768 0.47814 -1.15962
2 O -0.02614 3.02560 -4.13520
3 C -0.05429 2.25149 -3.21150
4 N -0.70913 2.35736 -2.00092
5 C -1.29502 3.54501 -1.61777
6 O -1.20593 4.62392 -2.15338
7 C -2.02966 3.37423 -0.32279
8 C -2.64928 4.43433 0.30042
9 C -3.25431 4.21222 1.52874
10 C -3.18470 2.95098 2.08870
11 C -2.54733 1.93368 1.39997
12 N -1.99934 2.13980 0.20013
13 C 0.73708 0.97438 -3.23322
14 C 1.50894 0.61435 -4.31533
15 C 2.33153 -0.49300 -4.18508
16 C 2.35502 -1.17614 -2.97914
17 C 1.49242 -0.79391 -1.97060
18 N 0.67461 0.25609 -2.10211
19 H -2.63284 5.39798 -0.18856
20 H -3.76031 5.01704 2.04559
21 H -3.62634 2.73111 3.04954
22 H -2.46673 0.94034 1.81796
23 H 1.46774 1.22744 -5.20405
24 H 2.96574 -0.80741 -5.00347
25 H 3.01235 -2.01957 -2.82091
26 H 1.43387 -1.32975 -1.03657
27 O -1.93277 -1.23792 2.45254
28 C -1.78995 -1.37613 1.25759
29 O -1.13565 -0.45983 0.55353
30 C -2.32060 -2.56545 0.52663
31 C -2.98165 -3.49980 1.32947
32 C -3.52467 -4.65146 0.80275
33 C -3.41522 -4.88327 -0.56337
34 C -2.77127 -3.96956 -1.37258
35 C -2.21209 -2.79689 -0.85147
36 S -1.37836 -1.80029 -2.05314
37 H -3.05559 -3.28125 2.38559
38 H -4.03671 -5.35680 1.44330
39 H -3.84201 -5.77620 -1.00280
40 H -2.69626 -4.14524 -2.43809
41 C 3.48479 1.04518 2.06374
42 P 1.86710 0.34825 1.45822
43 C 1.80568 -1.28283 2.30693
44 C 2.32531 -1.52834 3.57712
45 C 2.29324 -2.80137 4.12536
46 C 1.73085 -3.85367 3.41536
47 C 1.20149 -3.62532 2.15540
48 C 1.24902 -2.35195 1.60816
49 C 0.80403 1.41679 2.51213
50 C 0.11895 0.98578 3.64291
51 C -0.60178 1.89099 4.41343
52 C -0.65574 3.23002 4.05899
53 C -0.01329 3.66259 2.90525
54 C 0.70056 2.75858 2.13559
55 P 5.10109 0.72213 1.23446
56 C 4.77260 1.10575 -0.52437
57 C 5.56396 0.55916 -1.53302
58 C 5.45850 1.01159 -2.84051
59 C 4.55124 2.00895 -3.16569
60 C 3.74106 2.54789 -2.17577
61 C 3.85846 2.10483 -0.86684
62 C 5.17757 -1.10786 1.21520
63 C 6.04084 -1.73275 2.11004
64 C 6.09237 -3.11883 2.19613
65 C 5.28296 -3.89266 1.38024
66 C 4.42698 -3.28124 0.47166
67 C 4.38039 -1.90004 0.38940
68 H 3.64956 0.79111 3.11280
69 H 3.36538 2.13157 2.06407
70 H 2.75595 -0.72308 4.15839
71 H 2.70548 -2.97139 5.11199
72 H 1.70399 -4.84648 3.84620
73 H 0.74876 -4.43390 1.59467
74 H 0.83442 -2.19116 0.62014
75 H 0.12955 -0.05991 3.91858
76 H -1.12382 1.54054 5.29530
77 H -1.21010 3.93327 4.66804
78 H -0.07253 4.70079 2.60255
79 H 1.18554 3.10093 1.22524
80 H 6.28141 -0.21734 -1.29292
81 H 6.09327 0.58350 -3.60687
82 H 4.47140 2.36429 -4.18530
83 H 3.02185 3.32016 -2.42179
84 H 3.23105 2.55063 -0.10482
85 H 6.67381 -1.12614 2.74738
86 H 6.76612 -3.59149 2.89923
87 H 5.31734 -4.97253 1.44888
88 H 3.78586 -3.88266 -0.16088
89 H 3.71432 -1.42424 -0.32248
90 O -5.34653 -1.43041 -0.05178
91 S -5.08754 -0.05659 -0.34150
92 O -5.25422 0.91942 0.69428
93 N -3.59192 0.12232 -1.04629
94 C -3.69279 0.58140 -2.28535
95 O -2.61864 0.87088 -2.87800
96 C -5.06201 0.75562 -2.79871
97 C -5.48700 1.18394 -4.04260
98 C -6.85653 1.27200 -4.25615
99 C -7.76174 0.94223 -3.25054
100 C -7.32856 0.51593 -1.99936
101 C -5.96694 0.43598 -1.80387
102 H -4.77050 1.43853 -4.81169
103 H -7.22824 1.60215 -5.21672
104 H -8.82301 1.02141 -3.44537
105 H -8.02814 0.26153 -1.21503

Here are the Mulliken charges for atoms 1 to 4, given in e: atom 1 (W): 1.973, atom 2 (O): -0.654, atom 3 (C): -0.461, atom 4 (N): 0.258